[1]
# C4H12N4O

3 unconnected molecules or ions with the total composition C4H12N4O (the ωB97M-V functional and the def2-TZVPD basis, the OMol25 dataset).

ORCA input file:
```
! RIJCOSX wB97M-V def2-TZVPD def2/J DEFGRID3
* xyz 0 1
H -1.38888 -2.28746 -1.35192
N -0.48793 -1.88106 -1.60222
C -0.28058 -0.67079 -1.10685
C 0.12207 0.43756 -2.07002
N -1.07492 -0.15239 -0.08003
N -1.88203 -0.92502 0.74999
H 0.64904 0.01204 -2.91474
H 0.80110 1.13513 -1.56769
H -0.74754 0.98443 -2.42666
H -1.26636 0.83606 -0.01793
H -1.70496 -1.90771 0.54650
H -1.62992 -0.70155 1.71661
C 1.56866 -1.30804 -0.32264
N 1.73429 -1.02110 0.81363
H 1.93599 -1.88409 -1.15196
C 0.55805 1.92997 1.84361
O 0.11915 0.61934 2.03738
H -0.29337 2.61431 1.71656
H 1.19367 2.02436 0.94364
H 1.14725 2.28121 2.69606
H 0.92720 -0.13521 1.54866
*
```

Values from the calculation:
HOMO   -8.20 eV
LUMO   -0.6101 eV
Molar mass   132.17 u
SMILES string   [H]/N=C(/C)NN.C#N.CO
Relative energy (zero: lowest compared OMol25 entry of this formula, charge and spin)   129.3 kcal per mole

These are the Mulliken partial charges, in e, on atoms 1 to 4: 0.210, -0.812, 0.854, -1.333

=====

[2]
# C4H10O

C4H10O in the gas phase (the ωB97M-V functional and the def2-TZVPD basis, the OMol25 dataset).

ORCA input file:
```
! RIJCOSX wB97M-V def2-TZVPD def2/J DEFGRID3
* xyz 0 1
C 2.01364 0.05863 -0.37040
C 0.65934 -0.56973 -0.04756
C -0.54109 0.36545 -0.19167
C -1.83990 -0.41632 -0.39125
O -0.56341 1.16420 0.98710
H 2.22977 0.91026 0.28243
H 2.05040 0.40706 -1.40991
H 2.81680 -0.67617 -0.24259
H 0.50345 -1.44767 -0.68551
H 0.65289 -0.92462 0.99125
H -0.40542 1.01210 -1.07423
H -1.81749 -0.93836 -1.35610
H -1.97568 -1.16222 0.39952
H -2.71537 0.24379 -0.39402
H -1.10357 1.94577 0.82175
*
```

Values from the calculation:
HOMO   -10.25 eV
LUMO   1.0103 eV
Molar mass   74.12 u
SMILES string   CC[C@@H](C)O
Relative energy (zero: lowest compared OMol25 entry of this formula, charge and spin)   4.0 kcal per mole

These are the Mulliken partial charges, in e, on atoms 1 to 4: -1.228, -0.502, 0.396, -1.281

=====

[3]
# CH4BrN2

A gas-phase ion, CH4BrN2 (charge +1) (the ωB97M-V functional and the def2-TZVPD basis, the OMol25 dataset).

ORCA input file:
```
! RIJCOSX wB97M-V def2-TZVPD def2/J DEFGRID3
* xyz 1 1
N -0.09345 0.26282 -0.00186
C 1.22108 -0.22245 0.06473
N 2.22401 0.58105 -0.09738
Br 3.96624 -0.12644 0.01620
H -0.63356 -0.30896 0.66490
H -0.58230 0.11337 -1.03860
H -0.27245 1.31191 0.19091
H 1.15837 -1.20034 0.36107
*
```

Values from the calculation:
HOMO   -14.62 eV
LUMO   -4.8259 eV
Molar mass   123.96 u
SMILES string   [NH3+]/C=N/Br
Relative energy (zero: lowest compared OMol25 entry of this formula, charge and spin)   65.7 kcal per mole

These are the Mulliken partial charges, in e, on atoms 1 to 4: -0.387, 0.050, -0.387, 0.108

=====

[4]
# C24H51NO6

4 unconnected molecules or ions with the total composition C24H51NO6 (the ωB97M-V functional and the def2-TZVPD basis, the OMol25 dataset).

ORCA input file:
```
! RIJCOSX wB97M-V def2-TZVPD def2/J DEFGRID3
* xyz 0 1
C 4.92749 -3.06144 0.81444
C 4.34684 -2.28772 -0.48832
C 5.45238 -2.08180 -1.62559
C 5.19272 -0.84338 -2.60726
C 3.65000 -0.49289 -2.87103
C 3.33438 0.92891 -2.20162
C 1.90410 1.54369 -2.56743
C 0.66605 0.55133 -2.38436
C 0.15732 0.36113 -0.86832
C 0.93791 1.05163 0.34485
C 1.38517 -0.15318 1.33930
O 1.88019 -0.07424 2.46907
N 1.09327 -1.37894 0.52273
C -0.13299 -1.12399 -0.32858
C -0.57280 -2.25891 -1.36328
C 0.60450 -3.32939 -1.66159
C 0.45608 -3.98656 -3.12740
O 0.15927 -3.32464 -4.12774
O 0.73731 -5.38760 -3.20868
H 5.22813 -2.29502 1.60229
H 5.75658 -3.79524 0.56432
H 4.06535 -3.66235 1.27188
H 3.94180 -1.28912 -0.12977
H 3.54752 -2.98416 -0.91904
H 5.54336 -3.03858 -2.23750
H 6.44808 -1.89647 -1.07657
H 5.70268 0.09723 -2.20254
H 5.66719 -1.12739 -3.61666
H 3.52291 -0.34257 -4.00675
H 2.91405 -1.30712 -2.58162
H 3.54833 0.88015 -1.07754
H 4.11530 1.65892 -2.63271
H 1.76312 2.48221 -1.91716
H 1.93381 1.92451 -3.64483
H -0.20912 1.02525 -2.96136
H 0.86987 -0.44625 -2.90819
H -0.86194 0.88238 -0.82568
H 0.07822 1.51927 0.95011
H 1.68882 1.87835 0.15600
H 1.82751 -1.24706 -0.20791
H -0.95611 -1.10042 0.46479
H -1.41837 -2.84661 -0.88310
H -0.94006 -1.77485 -2.33852
H 0.65381 -4.11420 -0.83797
H 1.57203 -2.73101 -1.70043
H 1.60985 -5.48360 -2.75772
C -3.56073 -3.99182 1.91787
C -2.41006 -4.81154 1.35507
C -2.12258 -6.02869 2.22000
O -1.24096 -3.99745 1.27716
H -3.32225 -3.62154 2.92007
H -3.74895 -3.11469 1.29282
H -4.47729 -4.58423 1.97401
H -2.65054 -5.13230 0.33758
H -1.83476 -5.72840 3.23256
H -1.28688 -6.60177 1.81035
H -2.99613 -6.68205 2.28516
H -1.01883 -3.70769 2.17183
C -2.70414 4.64473 -1.40436
C -1.74688 3.77908 -0.60039
C -1.04756 4.58663 0.48165
O -0.77216 3.21085 -1.47502
H -2.16776 5.45542 -1.90766
H -3.19146 4.05490 -2.18532
H -3.47446 5.08134 -0.76378
H -2.29583 2.95008 -0.14383
H -0.45415 5.39571 0.04334
H -0.35438 3.95560 1.04429
H -1.76900 5.02116 1.17839
H -0.28155 3.93589 -1.88376
C -5.41097 5.87509 3.78211
C -4.25844 5.05518 3.22376
C -3.97134 3.84072 4.09285
O -3.09008 5.86994 3.14572
H -5.17478 6.24836 4.78371
H -5.59889 6.75004 3.15446
H -6.32697 5.28177 3.83820
H -4.49667 4.73136 2.20672
H -3.68573 4.14415 5.10507
H -3.13414 3.26718 3.68645
H -4.84438 3.18665 4.15828
H -2.87018 6.16211 4.03963
*
```

Values from the calculation:
HOMO   -9.28 eV
LUMO   0.5148 eV
Molar mass   449.67 u
SMILES string   CCCCCCCC[C@@H]1CC(=O)N[C@@H]1CCC(=O)O.CC(C)O.CC(C)O.CC(C)O

These are the Mulliken partial charges, in e, on atoms 1 to 4: -1.226, 1.125, -0.685, -0.844

=====

[5]
# C24H59N11O11

11 unconnected molecules or ions with the total composition C24H59N11O11 (the ωB97M-V functional and the def2-TZVPD basis, the OMol25 dataset).

ORCA input file:
```
! RIJCOSX wB97M-V def2-TZVPD def2/J DEFGRID3
* xyz 0 1
C -5.22354 5.18187 -0.92874
N -4.96265 6.25295 -1.83902
C -4.81621 7.55583 -1.57564
C -4.55098 7.96996 -0.11578
O -5.01985 8.40932 -2.46157
H -5.24901 4.18982 -1.37960
H -6.19796 5.28371 -0.45100
H -4.51962 5.19645 -0.09665
H -5.21266 6.14445 -2.81156
H -3.63058 7.58454 0.32288
H -5.44314 7.57157 0.36738
H -4.54927 9.05666 -0.03112
C -2.41070 -7.05186 1.79305
N -2.48070 -8.42258 2.25927
C -1.36259 -9.14882 2.54943
C -1.61499 -10.62193 2.82715
O -0.22388 -8.69348 2.50386
H -2.80001 -6.95709 0.77936
H -1.45345 -6.53156 1.82528
H -2.91968 -6.33967 2.44254
H -3.34341 -8.94101 2.17530
H -2.36018 -10.83399 3.59384
H -0.65777 -11.03062 3.15083
H -2.05626 -11.08056 1.94224
C 5.71932 -0.29949 2.53316
C 5.12051 0.19093 3.86765
N 4.02563 0.97081 3.85682
O 5.78681 0.05015 4.86466
H 4.86997 -0.79156 2.05927
H 6.63577 -0.87611 2.65861
H 5.91649 0.54450 1.87217
H 3.46316 1.15628 3.03870
H 3.69117 1.38482 4.71521
C 0.77218 -6.69455 -5.49450
C 0.73665 -6.22777 -4.01301
N 1.16314 -7.01732 -3.06120
O 0.02513 -5.29744 -3.80461
H 1.54537 -6.16621 -6.05231
H -0.13893 -6.36026 -5.99072
H 0.89534 -7.77201 -5.60404
H 0.89165 -6.66054 -2.15616
H 1.69461 -7.87440 -3.11647
C -0.66903 0.32353 -1.80087
C 0.12245 0.14201 -0.50646
N 0.31633 -1.06044 -0.05788
O 0.59977 1.14420 -0.00499
H -0.11008 0.14391 -2.71926
H -0.99267 1.35743 -1.92088
H -1.53305 -0.33629 -1.87968
H -0.00543 -1.85427 -0.59306
H 0.59952 -1.19641 0.90203
C -2.71284 0.89994 5.34931
C -3.84272 1.65043 4.84016
N -4.97937 1.03831 4.76598
O -3.73535 2.81626 4.62690
H -1.82402 0.78958 4.72809
H -2.95104 -0.15413 5.49181
H -2.54511 1.38148 6.31269
H -5.81453 1.54251 4.50448
H -4.98890 0.05577 4.99966
C 2.27372 -3.31809 7.75685
C 2.17713 -4.36265 6.67120
N 2.12563 -5.65897 6.97587
O 1.97007 -4.00950 5.49127
H 1.82955 -3.60511 8.70996
H 1.84237 -2.36665 7.44573
H 3.33902 -3.13039 7.89104
H 1.87254 -6.15299 6.13207
H 1.99725 -5.98907 7.92173
C 3.72629 7.86955 3.28453
C 2.78563 7.06958 4.07156
N 1.61101 6.68567 3.53406
O 2.95409 7.01183 5.28269
H 3.93025 7.24851 2.41229
H 4.64393 8.01364 3.85487
H 3.33280 8.87195 3.11581
H 0.99343 6.16884 4.14363
H 1.40833 6.71361 2.54500
C -6.64337 0.87285 -7.05679
C -5.35732 0.19451 -7.56704
N -4.88625 -0.84826 -6.88873
O -4.69233 0.49513 -8.55300
H -6.41974 1.78224 -6.49903
H -7.10230 0.22737 -6.30790
H -7.30879 0.98966 -7.91216
H -4.05412 -1.38067 -7.09896
H -5.48725 -1.20511 -6.15964
C 2.25434 7.69187 -4.16000
C 2.08766 6.87103 -2.90701
N 2.35199 5.56624 -3.01912
O 1.59284 7.24302 -1.82810
H 2.62463 7.24717 -5.08371
H 2.84293 8.57429 -3.90904
H 1.27922 8.10457 -4.41868
H 2.17524 4.94002 -2.24665
H 2.63304 5.18296 -3.91030
C 4.84594 -2.24417 -5.08695
C 5.90856 -1.16458 -4.88930
N 7.15744 -1.40348 -5.25085
O 5.59877 -0.04387 -4.56225
H 4.05955 -1.79150 -5.69090
H 4.52766 -2.62725 -4.11738
H 5.24403 -3.10294 -5.62746
H 7.73947 -0.57945 -5.20269
H 7.52661 -2.33936 -5.33999
*
```

Values from the calculation:
HOMO   -9.09 eV
LUMO   0.0265 eV
Molar mass   677.80 u
SMILES string   CNC(C)=O.CNC(C)=O.CC(N)=O.CC(N)=O.CC(N)=O.CC(N)=O.CC(N)=O.CC(N)=O.CC(N)=O.CC(N)=O.CC(N)=O

These are the Mulliken partial charges, in e, on atoms 1 to 4: -0.865, -0.165, 0.665, -1.015

=====

[6]
# C4H15N2OS

4 unconnected molecules or ions with the total composition C4H15N2OS (the ωB97M-V functional and the def2-TZVPD basis, the OMol25 dataset).

ORCA input file:
```
! RIJCOSX wB97M-V def2-TZVPD def2/J DEFGRID3
* xyz 2 2
N -2.77484 3.21398 0.18224
C 1.91308 -1.27803 1.32374
C 1.87450 -0.32879 0.36989
C -1.01315 0.08414 -1.36478
S -0.99648 1.60695 -2.22396
C 2.92509 -1.63239 2.35646
N 2.30738 -1.79944 3.69107
H -3.49298 3.76768 -0.26727
H -2.65041 2.33759 -0.31566
H -1.91230 3.73708 0.08373
H 1.22657 -2.12229 1.21052
H 0.88264 0.06383 0.07906
H 2.77677 0.20652 0.08919
H -1.39554 -0.68633 -2.05204
H -1.74693 0.26599 -0.56823
H -0.30182 1.30990 -3.33505
H 3.79514 -0.95389 2.27324
H 3.41267 -2.56362 1.98850
H 2.96092 -1.93863 4.47095
H 1.60794 -1.09681 3.95384
H -3.04372 -1.33199 -4.52664
H -2.98321 -0.34756 -3.28039
O -3.37131 -0.51388 -4.13843
*
```

Values from the calculation:
HOMO (spin up / spin down)   -15.78 / -15.78 eV
LUMO (spin up / spin down)   -11.1307 / -11.6146 eV
Molar mass   139.24 u
Relative energy (zero: lowest compared OMol25 entry of this formula, charge and spin)   139.4 kcal per mole

These are the Mulliken partial charges, in e, on atoms 1 to 4: -0.601, -0.308, -0.248, -0.436